[1]
The following is a DFT calculation (ωB97M-V with the def2-TZVPD basis set) of the molecule C22H28FNO.

```
53
Properties=species:S:1:pos:R:3:lowdin_charge:R:1
O -1.14 -3.55 -1.84 -0.0438
C -0.85 -3.16 -0.52 -0.2121
C -0.71 -1.63 -0.32 -0.4260
C -1.99 -0.94 -0.85 -0.1332
C -3.29 -1.17 -0.08 -0.1662
C -3.59 -0.13 1.01 -0.1540
C -3.61 1.27 0.45 -0.2498
C -4.63 1.68 -0.40 -0.0420
C -4.64 2.95 -0.94 -0.0837
C -3.62 3.84 -0.65 -0.0974
C -2.59 3.44 0.20 -0.0860
C -2.59 2.17 0.74 -0.0536
C -0.46 -1.32 1.16 -0.1102
C 0.94 -1.72 1.63 -0.1711
N 2.01 -1.16 0.84 -0.1673
C 2.25 0.26 1.07 -0.1566
C 3.59 0.67 0.51 -0.2264
C 4.70 -0.14 0.72 -0.0288
C 5.94 0.22 0.22 -0.0019
C 6.05 1.40 -0.49 -0.2802
F 7.26 1.76 -0.98 0.0514
C 4.96 2.22 -0.72 -0.0085
C 3.73 1.84 -0.22 -0.0338
C 1.84 -1.50 -0.56 -0.1627
C 0.48 -1.08 -1.13 -0.1082
H -0.41 -3.29 -2.41 0.0834
H 0.06 -3.67 -0.18 0.1155
H -1.68 -3.53 0.08 0.1227
H -1.81 0.13 -0.91 0.1120
H -2.13 -1.30 -1.87 0.1185
H -4.11 -1.15 -0.80 0.1095
H -3.29 -2.16 0.38 0.1049
H -2.86 -0.19 1.81 0.0967
H -4.57 -0.35 1.43 0.1186
H -5.43 0.99 -0.63 0.1137
H -5.44 3.25 -1.60 0.1013
H -3.62 4.83 -1.07 0.0989
H -1.80 4.13 0.44 0.1005
H -1.79 1.88 1.41 0.1036
H -1.20 -1.83 1.78 0.1217
H -0.58 -0.24 1.31 0.1047
H 1.08 -1.42 2.67 0.1205
H 1.05 -2.81 1.59 0.1172
H 2.27 0.41 2.16 0.1332
H 1.47 0.91 0.66 0.1137
H 4.58 -1.05 1.28 0.1174
H 6.81 -0.39 0.38 0.1167
H 5.08 3.13 -1.28 0.1162
H 2.87 2.47 -0.39 0.1124
H 2.64 -1.02 -1.13 0.1222
H 1.97 -2.58 -0.65 0.1219
H 0.41 -1.39 -2.17 0.1182
H 0.42 0.01 -1.13 0.1163
```

Values from the calculation:
- highest occupied orbital energy (eV) = -8.46

***

[2]
The following is a DFT calculation (ωB97M-V with the def2-TZVPD basis set) of the molecule C22H28N2O4.

```
56
Properties=species:S:1:pos:R:3:lowdin_charge:R:1
C 5.94 1.23 -1.79 -0.0628
C 6.05 1.30 -0.27 -0.2446
O 5.21 0.36 0.38 -0.0447
C 3.88 0.57 0.48 -0.2609
C 3.14 -0.47 1.06 0.0151
C 1.78 -0.35 1.22 -0.0105
C 1.10 0.79 0.79 -0.1301
C -0.37 0.82 0.98 -0.4190
O -0.94 0.07 1.76 0.0543
N -1.04 1.74 0.24 0.1275
C -2.49 1.79 0.21 -0.2111
C -2.91 0.70 -0.80 -0.4531
O -3.07 0.94 -1.98 0.0664
N -3.00 -0.52 -0.25 0.1031
C -2.94 -1.72 -1.06 -0.1013
C -1.53 -2.25 -1.04 -0.1333
C -0.67 -2.07 -2.10 -0.0265
C 0.65 -2.47 -2.02 -0.0878
C 1.12 -3.06 -0.86 -0.0925
C 0.27 -3.25 0.22 -0.0361
C -1.06 -2.84 0.15 -0.2386
O -1.97 -2.97 1.15 -0.0907
C -1.51 -3.36 2.43 -0.0736
C -3.00 3.18 -0.18 -0.3834
C -4.52 3.19 -0.16 -0.0575
C -2.44 4.24 0.77 -0.0657
C 1.84 1.83 0.23 -0.0186
C 3.21 1.73 0.08 -0.0133
H 6.18 0.23 -2.13 0.0798
H 6.63 1.93 -2.23 0.0775
H 4.93 1.47 -2.12 0.0673
H 5.84 2.31 0.10 0.1159
H 7.06 1.02 0.05 0.1235
H 3.67 -1.35 1.38 0.1213
H 1.21 -1.14 1.67 0.1026
H -0.58 2.17 -0.55 0.1432
H -2.84 1.52 1.22 0.1582
H -2.68 -0.64 0.71 0.1163
H -3.24 -1.45 -2.07 0.1228
H -3.64 -2.46 -0.64 0.1263
H -1.04 -1.59 -2.99 0.1165
H 1.32 -2.31 -2.85 0.0993
H 2.15 -3.37 -0.78 0.1047
H 0.66 -3.71 1.12 0.1059
H -2.39 -3.34 3.07 0.0970
H -0.77 -2.65 2.81 0.0925
H -1.10 -4.37 2.42 0.0937
H -2.66 3.38 -1.20 0.1397
H -4.92 2.46 -0.86 0.0765
H -4.89 2.96 0.84 0.0849
H -4.89 4.18 -0.44 0.0801
H -2.77 5.23 0.46 0.0780
H -2.78 4.06 1.78 0.0844
H -1.35 4.23 0.77 0.0651
H 1.36 2.75 -0.07 0.1108
H 3.74 2.56 -0.35 0.1056
```

Values from the calculation:
- highest occupied orbital energy (eV) = -8.42

***

[3]
The following is a DFT calculation (ωB97M-V with the def2-TZVPD basis set) of a structure of composition C22H28N3O5PtS.

```
60
Properties=species:S:1:pos:R:3:mulliken_spin:R:1
Pt 0.85 1.51 0.36 0.4653
C 0.76 3.69 2.82 -0.0056
C -0.72 3.98 2.98 0.0016
O -1.38 2.76 2.94 0.0051
C -2.79 2.66 2.91 0.0016
C -3.16 1.83 1.72 -0.0011
O -2.88 2.59 0.52 0.0004
C -2.42 1.79 -0.60 -0.0001
C -1.35 2.53 -1.47 0.0024
O -0.15 3.03 -0.76 -0.0007
C 0.01 4.47 -0.49 0.0015
C 1.18 4.50 0.50 -0.0074
O 1.01 3.37 1.48 0.0062
H 1.03 2.82 3.49 0.0026
H 1.36 4.54 3.05 0.0003
H -1.01 4.70 2.25 0.0009
H -0.83 4.44 3.96 0.0013
H -3.28 3.59 2.95 0.0002
H -3.17 2.11 3.74 0.0001
H -4.21 1.53 1.82 0.0000
H -2.49 0.95 1.63 -0.0015
H -3.19 1.29 -1.26 -0.0008
H -1.87 0.87 -0.16 0.0040
H -1.81 3.40 -1.90 -0.0002
H -0.93 1.86 -2.24 -0.0021
H -0.86 4.83 0.01 0.0003
H 0.24 5.12 -1.35 0.0006
H 1.26 5.44 1.03 -0.0006
H 2.12 4.34 -0.03 0.0012
C -0.88 -7.74 -3.61 0.0394
C 0.32 -6.80 -3.73 -0.0146
O 1.22 -6.91 -2.92 0.0550
S 0.01 -5.64 -5.00 0.6011
C 0.26 -4.08 -4.21 0.0743
C 1.47 -3.82 -3.52 0.0398
C 1.58 -2.59 -2.87 0.0397
C 0.49 -1.70 -2.84 0.1572
C -0.64 -1.93 -3.63 0.0027
C -0.80 -3.11 -4.32 0.0902
C 0.61 -0.64 -1.91 0.1152
C 0.79 0.24 -1.02 0.3239
H -0.87 -8.28 -2.68 0.0060
H -0.86 -8.50 -4.45 0.0009
H -1.69 -7.00 -3.67 -0.0006
H 2.22 -4.62 -3.50 -0.0001
H 2.51 -2.29 -2.25 0.0019
H -1.27 -1.01 -3.80 -0.0021
H -1.61 -3.25 -5.06 -0.0026
N 1.19 -1.73 4.69 0.3249
C 1.87 -1.21 3.65 0.1667
C 1.21 -0.27 2.81 0.3785
N 1.72 0.24 1.67 0.2789
C 3.01 -0.08 1.42 0.3851
C 3.64 -0.99 2.26 0.0915
N 3.16 -1.52 3.39 0.3362
H 0.20 -1.83 4.53 -0.0039
H 1.60 -2.55 5.15 -0.0104
H 0.15 -0.03 2.93 0.0278
H 3.46 0.32 0.48 0.0167
H 4.65 -1.17 2.13 0.0049
```

Values from the calculation:
- spin multiplicity = 5
- highest occupied orbital energy (spin up / spin down) (eV) = -14.48 / -17.10
- charge = +3

***

[4]
The following is a DFT calculation (ωB97M-V with the def2-TZVPD basis set) of a structure of composition C22H28N4O2ReS.

```
58
Properties=species:S:1:pos:R:3:mulliken_spin:R:1
Re -0.13 -0.09 -0.13 0.7824
O 0.41 -1.34 1.22 0.0111
C 0.21 -2.68 1.38 0.0290
C 0.71 -3.27 2.53 -0.0107
C 0.49 -4.61 2.75 0.0190
C -0.22 -5.40 1.84 -0.0056
C -0.69 -4.82 0.69 0.0132
C -0.49 -3.44 0.43 0.0073
C -0.92 -2.92 -0.83 0.0377
N -0.80 -1.70 -1.24 -0.0449
C -1.13 -1.47 -2.67 0.0032
C -1.33 0.01 -2.84 0.0059
N -0.20 0.61 -2.12 -0.0080
C 0.71 1.23 -2.81 -0.0181
C 1.99 1.57 -2.31 0.0119
C 2.82 2.46 -3.03 -0.0133
C 4.12 2.67 -2.64 0.0258
C 4.62 1.96 -1.54 -0.0114
C 3.84 1.06 -0.83 0.0184
C 2.51 0.88 -1.20 0.0134
O 1.77 0.00 -0.50 0.0894
H 1.28 -2.66 3.23 -0.0001
H 0.88 -5.07 3.65 0.0007
H -0.38 -6.45 2.03 0.0002
H -1.22 -5.41 -0.05 -0.0005
H -1.34 -3.64 -1.53 -0.0042
H -2.00 -2.06 -2.96 -0.0024
H -0.27 -1.79 -3.27 0.0013
H -2.26 0.35 -2.38 -0.0018
H -1.34 0.31 -3.89 0.0006
H 0.47 1.48 -3.84 -0.0001
H 2.41 2.96 -3.90 0.0000
H 4.75 3.35 -3.18 0.0010
H 5.65 2.10 -1.25 0.0000
H 4.24 0.50 0.00 0.0003
C -0.55 1.29 2.63 -0.0012
C -1.55 0.14 2.54 0.0045
N -1.98 -0.14 1.13 0.0264
C -3.21 0.54 0.69 0.0074
C -2.98 2.02 0.60 -0.0003
S -1.51 2.22 -0.43 -0.0125
C -0.47 3.36 0.51 0.0040
C 0.77 2.65 1.01 0.0020
N 0.42 1.29 1.49 0.0144
H -0.02 1.20 3.58 -0.0001
H -1.04 2.26 2.65 -0.0003
H -2.42 0.32 3.17 -0.0004
H -1.07 -0.76 2.89 -0.0024
H -2.21 -1.14 1.13 0.0027
H -4.05 0.30 1.35 0.0017
H -3.45 0.15 -0.30 -0.0029
H -2.85 2.52 1.55 -0.0001
H -3.83 2.49 0.11 -0.0007
H -1.07 3.82 1.29 0.0001
H -0.16 4.17 -0.15 -0.0002
H 1.29 3.23 1.77 0.0023
H 1.46 2.51 0.18 -0.0026
H 1.29 0.87 1.81 0.0073
```

Values from the calculation:
- spin multiplicity = 2
- highest occupied orbital energy (spin up / spin down) (eV) = -13.47 / -13.88
- charge = +2

***

[5]
The following is a DFT calculation (ωB97M-V with the def2-TZVPD basis set) of the molecule C22H28N4O5S.

```
60
Properties=species:S:1:pos:R:3:lowdin_charge:R:1
C -5.68 -1.33 -0.48 -0.0852
C -4.77 -0.60 -1.47 -0.1923
C -4.25 0.77 -1.00 -0.5347
C -5.39 1.74 -0.66 -0.0261
C -3.37 1.37 -2.10 -0.0292
N -3.44 0.55 0.20 0.1462
C -2.75 1.48 0.85 -0.4772
O -2.68 2.66 0.58 0.0514
C -2.00 0.90 2.07 -0.0207
N -1.02 -0.12 1.73 0.0202
C -1.42 -1.41 1.66 -0.4377
O -2.59 -1.72 1.83 0.0499
C -0.38 -2.46 1.33 -0.0754
C -0.53 -2.94 -0.12 -0.0758
C -0.41 -1.80 -1.09 -0.4396
O -1.35 -1.29 -1.66 0.0908
N 0.85 -1.31 -1.37 0.1210
C 2.08 -1.67 -0.89 -0.5922
N 2.34 -2.54 0.02 0.0504
C 3.67 -2.63 0.27 -0.2296
C 4.46 -1.82 -0.47 -0.3840
S 3.51 -0.88 -1.56 1.0712
C 0.29 0.35 1.44 -0.2236
C 1.36 0.05 2.27 -0.0160
C 2.61 0.57 2.00 0.0150
C 2.81 1.41 0.91 -0.2270
C 1.73 1.71 0.06 -0.2070
C 0.47 1.18 0.34 0.0800
O 1.86 2.49 -1.05 -0.0174
C 3.20 2.78 -1.39 -0.1556
C 4.02 3.08 -0.14 -0.1414
O 4.05 1.95 0.70 -0.0305
H -6.59 -0.77 -0.30 0.0669
H -5.18 -1.50 0.47 0.0654
H -5.95 -2.30 -0.90 0.0729
H -5.31 -0.45 -2.41 0.1182
H -3.89 -1.22 -1.68 0.0999
H -5.97 1.37 0.18 0.0792
H -6.05 1.85 -1.52 0.0864
H -4.98 2.70 -0.40 0.0777
H -2.95 2.31 -1.76 0.0752
H -3.96 1.55 -3.00 0.0846
H -2.56 0.68 -2.33 0.0619
H -3.42 -0.40 0.56 0.0986
H -2.73 0.44 2.75 0.1358
H -1.48 1.72 2.58 0.1390
H -0.56 -3.32 1.98 0.1336
H 0.64 -2.11 1.49 0.0706
H -1.52 -3.38 -0.25 0.1308
H 0.24 -3.68 -0.33 0.1144
H 0.85 -0.55 -2.04 0.1508
H 4.00 -3.32 1.02 0.1071
H 5.52 -1.71 -0.46 0.0612
H 1.22 -0.58 3.13 0.1255
H 3.46 0.36 2.63 0.1256
H -0.35 1.44 -0.30 0.1362
H 3.65 1.93 -1.93 0.0929
H 3.16 3.65 -2.06 0.1353
H 3.58 3.93 0.39 0.1421
H 5.06 3.30 -0.40 0.1344
```

Values from the calculation:
- highest occupied orbital energy (eV) = -8.48

***

[6]
The following is a DFT calculation (ωB97M-V with the def2-TZVPD basis set) of a structure of composition C22H29AlN6O3Te.

```
62
Properties=species:S:1:pos:R:3:lowdin_charge:R:1
Al -0.63 -0.76 0.16 0.0186
N -2.23 0.47 0.85 0.0301
C -3.45 0.10 0.10 -0.1675
C -3.08 0.16 -1.36 -0.1702
N -1.89 -0.70 -1.52 0.0352
H -2.33 0.29 1.85 0.1072
H -2.08 1.47 0.77 0.0954
H -4.28 0.77 0.33 0.1399
H -3.73 -0.91 0.40 0.1347
H -2.80 1.17 -1.64 0.1174
H -3.90 -0.16 -2.01 0.1405
H -1.40 -0.50 -2.39 0.0975
H -2.18 -1.68 -1.59 0.1254
C -1.65 -2.66 5.69 0.0179
N -1.53 -2.72 4.23 -0.0288
C -1.70 -3.87 3.56 -0.0056
C -1.62 -3.96 2.20 0.0429
C -1.33 -2.74 1.56 -0.4050
O -1.17 -2.57 0.27 -0.0148
N -1.18 -1.60 2.21 0.1482
C -1.26 -1.51 3.57 -0.4845
O -1.15 -0.47 4.17 0.0813
H -1.99 -3.62 6.05 0.0976
H -2.35 -1.88 5.97 0.1059
H -0.67 -2.42 6.13 0.1071
H -1.92 -4.73 4.17 0.1448
H -1.76 -4.88 1.67 0.1238
Te 0.57 1.85 -0.52 1.5911
C 2.39 1.27 -1.40 -0.5015
C 2.43 0.64 -2.64 -0.1571
C 3.65 0.25 -3.17 -0.0555
C 4.82 0.49 -2.47 -0.0515
C 4.77 1.12 -1.24 -0.0526
C 3.56 1.52 -0.70 -0.1316
C -0.27 2.94 -2.09 -0.5190
C -0.69 2.34 -3.27 -0.1569
C -1.21 3.11 -4.30 -0.0575
C -1.31 4.49 -4.15 -0.0477
C -0.89 5.09 -2.97 -0.0514
C -0.36 4.32 -1.94 -0.1309
H 1.52 0.51 -3.23 0.0932
H 3.69 -0.21 -4.15 0.1185
H 5.77 0.19 -2.89 0.1186
H 5.69 1.33 -0.70 0.1178
H 3.53 2.04 0.26 0.0999
H -0.60 1.27 -3.42 0.0777
H -1.53 2.65 -5.22 0.1166
H -1.71 5.09 -4.95 0.1197
H -0.96 6.16 -2.86 0.1195
H -0.03 4.81 -1.03 0.0966
O 0.59 -1.62 -1.37 0.0062
H 0.53 -2.57 -1.51 0.1190
H 1.38 -1.25 -1.79 0.0783
N 2.94 -1.50 2.11 0.1191
C 2.56 -0.39 2.83 -0.0219
C 1.44 0.07 2.23 -0.1287
N 1.14 -0.73 1.14 -0.0223
C 2.07 -1.67 1.11 -0.1157
H 3.75 -2.08 2.28 0.1786
H 3.11 -0.05 3.69 0.1372
H 0.81 0.89 2.54 0.1117
H 2.14 -2.47 0.40 0.1475
```

Values from the calculation:
- highest occupied orbital energy (eV) = -14.19
- charge = +2

***

[7]
The following is a DFT calculation (ωB97M-V with the def2-TZVPD basis set) of a structure of composition C22H29As2O2S6Zn.

```
62
Properties=species:S:1:pos:R:3:lowdin_charge:R:1
Zn -0.22 -0.22 -0.19 -0.1003
C 1.29 -2.41 3.12 -0.2779
As 0.81 -1.81 1.24 1.1545
C 2.58 -0.88 1.09 -0.2962
C 0.24 -3.35 0.39 -0.4374
C 0.32 -4.58 1.08 -0.1125
C -0.05 -5.77 0.47 -0.0966
C -0.52 -5.76 -0.83 -0.1012
C -0.61 -4.57 -1.53 -0.1186
C -0.24 -3.34 -0.94 -0.4252
As -0.33 -1.79 -1.95 1.1844
C -1.15 -2.37 -3.71 -0.2361
C 1.15 -0.88 -2.95 -0.2304
H 2.10 -3.15 3.02 0.0151
H 0.41 -2.86 3.60 0.0183
H 1.65 -1.59 3.75 0.0253
H 3.37 -1.60 1.39 0.0119
H 2.66 0.03 1.70 0.0382
H 2.72 -0.62 0.03 -0.0051
H 0.67 -4.64 2.09 0.0763
H 0.02 -6.70 1.02 0.0978
H -0.81 -6.69 -1.31 0.0961
H -0.98 -4.63 -2.54 0.0746
H -0.46 -3.11 -4.15 0.0247
H -1.27 -1.54 -4.43 0.0318
H -2.13 -2.82 -3.53 0.0263
H 1.56 -1.60 -3.68 0.0302
H 1.93 -0.63 -2.22 0.0246
H 0.85 0.03 -3.47 0.0082
C 3.59 5.12 -1.01 -0.0709
C 2.41 4.20 -1.17 -0.2942
C 2.42 3.19 -2.13 -0.0418
C 1.34 2.32 -2.26 -0.0794
C 0.23 2.45 -1.43 -0.3909
C 0.23 3.45 -0.45 -0.0851
C 1.31 4.32 -0.33 -0.0478
S -1.22 1.36 -1.54 0.8692
C -2.28 2.54 -2.42 -0.2157
O -0.90 0.26 -2.52 -0.7364
H 4.24 5.09 -1.89 0.0668
H 4.18 4.82 -0.14 0.0774
H 3.26 6.15 -0.88 0.0709
H 3.28 3.06 -2.79 0.1047
H 1.37 1.56 -3.00 0.0650
H -0.62 3.57 0.22 0.1109
H 1.29 5.08 0.44 0.1092
H -1.79 2.86 -3.34 0.0587
H -2.48 3.40 -1.78 0.0555
H -3.22 2.04 -2.66 0.0492
C -0.70 1.94 4.39 -0.4031
S -2.11 2.81 3.66 0.7788
C -3.21 1.47 3.46 -1.0457
C -3.07 0.46 2.56 -1.1082
S -1.85 0.12 1.38 0.5376
S -4.36 -0.74 2.60 0.8734
C -5.32 -0.02 3.85 -1.5083
S -6.75 -0.66 4.41 0.4255
S -4.63 1.45 4.48 0.8614
H 0.02 2.68 4.74 0.0266
H -0.19 1.31 3.66 0.0176
H -1.02 1.34 5.24 0.0395
O 1.01 0.82 0.09 -0.6711
```

Values from the calculation:
- highest occupied orbital energy (eV) = -3.41
- charge = -1

***

[8]
The following is a DFT calculation (ωB97M-V with the def2-TZVPD basis set) of a structure of composition C22H29BF4N2O9P2Ta.

```
70
Properties=species:S:1:pos:R:3:lowdin_charge:R:1
Ta 1.96 -0.74 0.86 1.9520
C 3.69 -3.59 -1.38 -0.0686
C 2.53 -2.72 -1.81 -0.2102
N 1.44 -2.38 -0.81 -0.2315
C 0.19 -2.11 -1.62 -0.2333
C 0.34 -1.06 -2.70 -0.0542
C 1.12 -3.59 0.02 -0.1577
C 1.94 -3.57 1.30 -0.1535
N 1.56 -2.31 2.00 -0.1337
C 0.98 -2.32 3.27 -0.1254
C 0.50 -1.08 3.68 -0.1132
F 0.73 -0.08 2.77 0.0098
C -0.12 -0.84 4.88 -0.2004
F -0.54 0.38 5.17 0.1396
C -0.30 -1.89 5.76 0.1073
C 0.17 -3.14 5.38 -0.1951
F 0.02 -4.17 6.21 0.1324
C 0.80 -3.37 4.17 -0.1281
F 1.24 -4.61 3.91 0.1082
H 4.31 -3.74 -2.26 0.1002
H 3.38 -4.57 -1.03 0.0802
H 4.33 -3.12 -0.63 0.0617
H 2.01 -3.24 -2.62 0.1284
H 2.89 -1.78 -2.22 0.1015
H -0.60 -1.86 -0.92 0.0985
H -0.08 -3.07 -2.08 0.1348
H 0.82 -0.15 -2.34 0.0550
H -0.66 -0.79 -3.05 0.1031
H 0.90 -1.43 -3.56 0.0869
H 1.28 -4.50 -0.56 0.1365
H 0.07 -3.54 0.29 0.1360
H 3.01 -3.55 1.09 0.1089
H 1.75 -4.43 1.92 0.1250
H -0.79 -1.75 6.71 0.1525
O 2.93 0.63 -1.20 -0.1502
P 4.38 0.16 -0.65 0.3045
O 5.42 -0.05 -1.64 -0.1715
O 3.77 -1.06 0.14 -0.4079
O 4.77 1.20 0.51 -0.2062
P 3.91 1.38 1.89 0.3053
O 4.09 0.00 2.68 -0.1221
O 4.26 2.58 2.60 -0.1748
O 2.44 1.11 1.38 -0.4011
H 2.85 1.54 -1.55 0.1322
H 4.88 -0.03 3.25 0.1178
C -3.55 5.40 -1.55 -0.0417
C -4.07 4.06 -2.10 -0.5608
C -3.74 3.97 -3.60 -0.0436
C -5.59 4.03 -1.94 -0.0668
C -3.38 2.91 -1.36 -0.1521
C -4.10 1.97 -0.63 -0.0065
C -3.49 0.91 0.06 0.0332
C -2.12 0.84 -0.03 -0.1865
O -1.25 -0.08 0.53 0.1270
B 0.00 0.31 0.11 -0.5691
O -0.04 1.45 -0.67 0.1360
C -1.40 1.77 -0.75 -0.1677
C -1.99 2.81 -1.43 0.0708
H -4.03 6.23 -2.07 0.0897
H -2.47 5.50 -1.68 0.0783
H -3.77 5.49 -0.48 0.0935
H -4.22 4.78 -4.14 0.0895
H -4.09 3.02 -4.02 0.0921
H -2.67 4.04 -3.78 0.0771
H -6.02 4.86 -2.49 0.0900
H -5.89 4.13 -0.90 0.0891
H -6.02 3.11 -2.35 0.0890
H -5.18 2.04 -0.57 0.1046
H -4.07 0.20 0.62 0.1263
H -1.38 3.52 -1.98 0.1295
```

Values from the calculation:
- highest occupied orbital energy (eV) = -11.30
- charge = +1

***

Question: Number 7 is which compound?
Answer: C22H29As2O2S6Zn